Density functional theory data (the ωB97M-V functional and the def2-TZVPD basis) for a structure of composition C27H54Cl2InN3O4Si2.

Output
- E_tot (hartree) = -3216.06005
- relative energy (zero: lowest compared OMol25 entry of this formula, charge and spin) (eV) = 1.199
- orbital gap (eV) = 7.55
- LUMO level (eV) = 0.34
- HOMO level (hartree) = -0.2647

Each line ends with the Löwdin charge.
Atoms and positions in Å:
C -0.995 -0.512 -4.350  -0.04
C -0.560 -1.744 -3.612  -0.22
H -0.545 -0.461 -5.352  0.07
H -0.719 0.390 -3.778  0.03
H -2.092 -0.509 -4.489  0.10
C -0.125 -2.865 -4.211  -0.12
C 0.120 -3.012 -5.681  -0.10
H 0.034 -3.781 -3.632  0.10
H 0.154 -2.052 -6.225  0.06
H -0.619 -3.663 -6.179  0.08
H 1.094 -3.513 -5.804  0.07
In 0.130 0.491 0.257  0.62
Cl -1.392 2.331 -0.424  0.16
C 0.150 -2.439 1.884  -0.28
O 0.788 -1.398 1.594  -0.08
N 0.558 -3.343 2.779  -0.16
C 1.892 -3.271 3.367  -0.02
C -0.239 -4.526 3.088  -0.04
H -0.824 -2.671 1.416  0.13
H 2.307 -2.272 3.208  0.09
H 2.549 -4.033 2.921  0.09
H 1.804 -3.488 4.437  0.09
H -1.280 -4.370 2.785  0.09
H -0.197 -4.712 4.167  0.09
H 0.149 -5.413 2.569  0.08
H 1.273 3.034 5.403  0.10
H -0.345 4.962 4.523  0.10
C 1.795 3.204 4.451  -0.02
C 0.209 4.900 3.580  -0.03
N 0.846 3.589 3.413  -0.16
H 2.325 2.302 4.150  0.09
C 0.535 2.839 2.357  -0.27
O 0.955 1.670 2.093  -0.08
H -0.486 5.061 2.756  0.09
H -0.164 3.342 1.672  0.08
H 2.506 4.025 4.608  0.09
H 0.955 5.703 3.568  0.09
H 1.821 0.235 -3.216  0.08
H 2.867 -2.534 -3.015  0.09
C 2.852 0.351 -2.847  -0.01
C 3.672 -1.989 -2.492  -0.04
N 3.191 -0.735 -1.929  -0.16
H 2.929 1.303 -2.310  0.09
C 2.930 -0.622 -0.628  -0.27
O 2.367 0.395 -0.130  -0.08
H 4.051 -2.620 -1.674  0.09
H 3.282 -1.453 0.007  0.15
H 3.556 0.311 -3.687  0.09
H 4.478 -1.783 -3.208  0.09
O 0.220 -0.656 -1.654  -0.27
C -0.658 -1.617 -2.094  -0.41
C 0.679 -3.560 -1.079  -0.04
C -0.544 -2.964 -1.374  -0.19
H 1.592 -2.985 -1.252  0.09
C 0.709 -4.872 -0.578  -0.08
H -1.690 -1.264 -1.907  0.14
C -1.735 -3.621 -1.060  -0.04
H 1.672 -5.370 -0.398  0.10
C -0.491 -5.537 -0.282  -0.12
C -1.718 -4.903 -0.518  -0.09
H -2.679 -3.119 -1.267  0.12
H -0.474 -6.543 0.170  0.10
H -2.652 -5.410 -0.258  0.10
Si 0.109 4.958 -2.288  0.16
Cl -0.063 3.050 -3.232  0.27
C 1.907 4.964 -1.797  -0.22
C -1.135 5.402 -0.947  -0.27
C -0.317 6.392 -3.447  -0.22
H 2.255 3.986 -1.443  0.02
H 2.069 5.698 -1.001  0.03
H 2.528 5.255 -2.656  0.03
H 0.387 6.516 -4.275  0.02
H -0.318 7.330 -2.871  0.03
H -1.327 6.271 -3.860  0.03
H -1.051 4.805 -0.035  -0.06
H -2.156 5.293 -1.338  0.04
H -1.020 6.465 -0.667  0.03
C -3.419 1.803 2.745  -0.19
Si -2.644 0.075 2.684  0.42
C -1.382 0.007 4.088  -0.18
C -3.971 -1.231 3.027  -0.20
C -1.869 -0.293 1.006  -0.36
H -3.787 2.023 3.759  0.02
H -4.277 1.892 2.063  0.03
H -2.709 2.597 2.472  0.01
H -1.688 0.664 4.919  0.03
H -1.294 -1.014 4.488  0.02
H -0.390 0.329 3.738  0.01
H -4.794 -1.170 2.302  0.03
H -3.544 -2.242 2.962  0.01
H -4.396 -1.108 4.033  0.02
H -2.438 0.365 0.311  -0.07
H -2.043 -1.314 0.627  -0.02

Atoms 1-6, force components in eV/Å:
0.122 0.324 -0.146
0.322 -0.821 0.031
-0.165 0.152 0.337
-0.152 -0.342 -0.240
0.397 -0.008 0.147
-0.441 0.455 0.062

=====

Density functional theory data (the ωB97M-V functional and the def2-TZVPD basis) for a cluster of 3 separate species, C27H55Cl2N4O8S in total.

Output
- E_tot (hartree) = -3200.88566
- orbital gap (eV) = 8.16
- LUMO level (eV) = -2.50
- total charge = +1
- HOMO level (hartree) = -0.3917

Each line ends with the Löwdin charge.
Atoms and positions in Å:
C -3.578 -0.654 3.292  -0.10
C -3.432 -2.106 2.720  -0.22
C -2.274 -2.125 1.717  -0.22
N -1.008 -1.581 2.302  0.03
C 0.034 -1.782 1.320  -0.31
N 0.960 -0.663 0.982  0.17
C 1.727 -1.262 -0.007  -0.34
N 2.236 -0.711 -1.061  -0.05
C 1.976 0.729 -1.260  -0.07
C 0.693 0.916 -2.127  -0.13
O -0.509 1.074 -1.366  -0.05
C -0.607 2.295 -0.746  -0.37
O -1.540 2.953 -0.838  0.17
C 3.000 -1.513 -2.043  -0.41
S 4.649 -2.014 -1.469  0.90
C 4.686 -3.830 -1.213  -0.51
C 3.535 -4.627 -1.859  -0.15
N 1.855 -2.610 0.285  0.11
C 1.098 -2.865 1.551  -0.21
C 2.020 -2.602 2.747  -0.62
Cl 3.527 -1.724 2.547  0.72
C 1.637 -3.027 3.932  -0.70
C 0.378 -3.789 4.239  -0.09
Cl 2.681 -2.690 5.307  0.67
H -2.814 -0.511 4.064  0.07
H -3.442 0.065 2.472  0.07
H -4.592 -0.582 3.697  0.08
H -3.269 -2.848 3.510  0.11
H -4.364 -2.308 2.177  0.11
H -2.050 -3.123 1.315  0.12
H -2.529 -1.457 0.869  0.11
H -1.102 -0.571 2.403  0.11
H -0.404 -2.033 0.330  0.13
H 0.335 0.068 0.638  0.12
H 2.831 1.182 -1.776  0.14
H 1.874 1.247 -0.301  0.12
H 0.823 1.742 -2.840  0.14
H 0.582 0.005 -2.730  0.13
H 0.204 2.669 -0.080  0.17
H 3.154 -0.866 -2.914  0.10
H 2.357 -2.335 -2.381  0.08
H 5.639 -4.282 -1.509  0.08
H 4.613 -3.993 -0.124  0.06
H 3.569 -5.664 -1.499  0.09
H 3.601 -4.603 -2.955  0.09
H 2.538 -4.259 -1.583  0.03
H 2.824 -2.911 0.390  0.08
H 0.769 -3.904 1.459  0.15
H 0.665 -4.629 4.888  0.09
H -0.107 -4.224 3.358  0.07
H -0.363 -3.172 4.759  0.09
C -4.217 -4.623 -6.168  -0.10
O -3.015 -4.231 -5.534  -0.21
C -2.307 -3.251 -6.276  -0.20
C -1.391 -2.458 -5.367  -0.18
O -2.063 -1.463 -4.598  -0.13
C -2.882 -1.920 -3.528  -0.17
C -2.095 -2.437 -2.342  -0.19
O -1.598 -3.745 -2.587  -0.17
C -0.430 -4.010 -1.857  -0.11
H -4.010 -5.106 -7.129  0.09
H -4.723 -5.333 -5.517  0.09
H -4.876 -3.760 -6.318  0.09
H -3.004 -2.567 -6.772  0.13
H -1.708 -3.770 -7.036  0.13
H -0.693 -1.905 -6.001  0.13
H -0.793 -3.114 -4.730  0.12
H -3.615 -2.650 -3.873  0.13
H -3.439 -1.040 -3.199  0.13
H -2.751 -2.489 -1.463  0.12
H -1.267 -1.743 -2.132  0.11
H 0.351 -3.280 -2.111  0.06
H -0.073 -5.003 -2.127  0.10
H -0.633 -3.981 -0.779  0.07
C -1.339 5.445 0.900  -0.11
O -0.123 5.855 1.496  -0.21
C 0.580 6.797 0.698  -0.20
C 1.520 7.627 1.550  -0.18
O 0.871 8.659 2.279  -0.12
C 0.074 8.262 3.391  -0.18
C 0.881 7.801 4.588  -0.20
O 1.362 6.477 4.396  -0.21
C 2.545 6.222 5.124  -0.11
H -1.149 4.924 -0.035  0.06
H -1.841 4.768 1.591  0.09
H -1.994 6.306 0.724  0.10
H -0.124 7.461 0.184  0.13
H 1.161 6.238 -0.049  0.12
H 2.207 8.144 0.875  0.13
H 2.128 7.001 2.205  0.12
H -0.670 7.520 3.098  0.12
H -0.471 9.161 3.685  0.13
H 0.239 7.797 5.478  0.13
H 1.715 8.493 4.750  0.13
H 3.336 6.922 4.833  0.09
H 2.875 5.212 4.886  0.08
H 2.361 6.293 6.202  0.09

Atoms 1-6, force components in eV/Å:
0.079 -1.394 -0.159
0.345 1.070 -0.391
-0.030 0.566 0.084
0.650 0.279 -0.633
-0.041 -1.300 -0.202
-1.242 0.424 -1.232

=====

- What is the HOMO level in the second record?
  -0.3917 hartree

=====

- Which of these has the lowest HOMO level?
  C27H55Cl2N4O8S

=====

- orbital gap of number 2 (C27H55Cl2N4O8S)?
  8.16 eV